[1]
C39H39As2Cl2IrO2S3 as an isolated structure. Source: the Open Molecules 2025 dataset; level of theory: ωB97M-V with the def2-TZVPD basis set.

Geometry (Å):
Ir -1.7331 0.7972 1.5479
C 2.3137 0.5925 -2.1393
C 0.9061 0.1504 -2.5183
As 0.0168 -1.1509 -1.3010
C -1.0474 -2.0274 -2.6686
C -1.8120 -1.2909 -3.5756
C -2.5358 -1.9423 -4.5606
C -2.4954 -3.3306 -4.6470
C -1.7374 -4.0646 -3.7489
C -1.0136 -3.4141 -2.7551
C -1.4744 -0.0301 -0.6314
C -1.5259 1.3618 -0.5798
C -2.7358 1.9376 -0.0324
C -4.0119 1.3065 -0.4556
C -4.0257 0.0156 -0.7577
C -2.8144 -0.7941 -0.4512
As 3.5676 -0.9136 -2.0759
C 3.0253 -2.2602 -3.3190
C 2.8861 -1.9205 -4.6649
C 2.5078 -2.9005 -5.5685
C 2.2854 -4.2016 -5.1324
C 2.4378 -4.5330 -3.7941
C 2.8041 -3.5597 -2.8749
C 5.3061 -0.3257 -2.4482
C 6.1999 -1.2111 -3.0685
C 7.4823 -0.7834 -3.3509
C 7.8794 0.5016 -2.9941
C 6.9994 1.3719 -2.3515
C 5.7159 0.9598 -2.0612
H 2.3649 1.1010 -1.1765
H 2.7265 1.2667 -2.8950
H 0.9223 -0.3673 -3.4779
H 0.2686 1.0250 -2.6582
H -1.8418 -0.2074 -3.5182
H -3.1275 -1.3724 -5.2643
H -3.0585 -3.8376 -5.4189
H -1.7095 -5.1437 -3.8186
H -0.4232 -3.9898 -2.0524
H -0.6611 1.9770 -0.7979
H -2.7565 3.0190 0.0343
H -4.8909 1.9275 -0.5636
H -4.9022 -0.4714 -1.1492
H -2.7994 -1.7683 -0.9338
H 3.0842 -0.9133 -5.0139
H 2.4012 -2.6518 -6.6156
H 2.0052 -4.9641 -5.8466
H 2.2824 -5.5517 -3.4657
H 2.9312 -3.8181 -1.8305
H 5.8843 -2.2103 -3.3424
H 8.1765 -1.4481 -3.8455
H 8.8869 0.8287 -3.2125
H 7.3253 2.3660 -2.0796
H 5.0341 1.6321 -1.5546
Cl -3.7713 -5.8362 4.2693
C -3.4808 -4.4522 3.3061
C -4.3274 -4.1386 2.2580
C -4.1228 -3.0113 1.4607
Cl -5.2388 -2.7686 0.1752
C -3.0627 -2.1605 1.7281
O -2.7619 -1.0102 1.0315
C -2.1728 -2.5018 2.7739
C -0.9620 -1.7676 3.0693
O -0.6179 -0.6520 2.6815
C -2.3847 -3.6428 3.5485
H -5.1739 -4.7759 2.0393
H -0.2667 -2.2866 3.7411
H -1.6883 -3.9010 4.3362
C 0.8157 1.8066 4.2792
C 0.8145 2.6770 3.0434
S -0.6020 2.7375 1.9059
C -1.8393 3.8376 2.6669
C -2.8978 3.2013 3.5569
S -3.1581 1.4097 3.2912
C -2.8325 0.7508 4.9526
C -1.4366 0.7258 5.5743
S -0.4231 2.2262 5.5299
H 1.7937 1.9455 4.7443
H 0.7265 0.7577 4.0188
H 1.6422 2.3965 2.3899
H 0.9532 3.7309 3.2959
H -2.2954 4.3160 1.8020
H -1.2880 4.6116 3.2018
H -3.8680 3.6646 3.3828
H -2.6389 3.3203 4.6041
H -3.2352 -0.2652 4.9199
H -3.5277 1.3167 5.5766
H -0.8298 -0.0785 5.1646
H -1.5799 0.4962 6.6314

Calculated values
HOMO (alpha / beta): -0.57792 / -0.58618 Ha
F_max: 0.015 Eh/bohr
⟨S²⟩: 0.761
Lowest unoccupied orbital energy (alpha / beta): -8.34 / -9.68 eV
Total charge: +3
Total energy: -227211.0668 eV
Energy above the lowest of the compared OMol25 structures with the same formula, charge and spin: 35.0 kcal per mole
Multiplicity: 2

Here are the Mulliken charges for atoms 1 to 6, given in e: 1.76 -1.18 -1.40 0.18 0.18 0.35



[2]
A 2-piece molecular cluster, CHClO2PS overall. Source: the Open Molecules 2025 dataset; level of theory: ωB97M-V with the def2-TZVPD basis set.

Geometry (Å):
C 0.8010 -0.2026 -1.3657
O -2.1835 0.9181 1.6142
O -0.1920 -0.4157 -0.6780
P -1.4056 -0.3057 1.6963
S 0.8801 -0.3212 -3.0341
Cl 0.3372 0.2366 2.6673
H 1.7627 0.0906 -0.9000

Calculated values
HOMO: -0.13406 Ha
F_max: 0.035 Eh/bohr
Lowest unoccupied orbital energy: 3.09 eV
Total charge: -1
Total energy: -37797.4603 eV
Energy above the lowest of the compared OMol25 structures with the same formula, charge and spin: 28.1 kcal per mole
Multiplicity: 1

Here are the Mulliken charges for atoms 1 to 6, given in e: -0.13 -0.40 -0.50 0.58 -0.53 -0.26



[3]
One molecule with the formula C16H20O6P2S3. Source: the Open Molecules 2025 dataset; level of theory: ωB97M-V with the def2-TZVPD basis set.

Geometry (Å):
C -5.3202 -3.3038 -0.7148
H -6.0598 -4.0850 -0.8819
H -4.5426 -3.3568 -1.4781
H -4.8673 -3.4212 0.2737
O -6.0078 -2.0634 -0.7982
P -5.4199 -0.7686 -0.0707
S -4.6941 -1.0480 1.7166
O -6.6455 0.2400 -0.2151
C -7.7324 0.1466 0.6966
H -8.2524 1.1028 0.6618
H -8.4067 -0.6567 0.3986
H -7.3653 -0.0454 1.7082
O -4.4176 -0.2202 -1.1872
C -3.4175 0.6896 -0.9010
C -3.6398 1.7774 -0.0729
C -2.6053 2.6530 0.2010
C -1.3521 2.4343 -0.3525
C -1.1397 1.3595 -1.2070
C -2.1700 0.4809 -1.4740
H -2.0191 -0.3679 -2.1223
H -0.1670 1.2009 -1.6475
S -0.0212 3.5541 0.0114
C 1.2730 2.3757 0.3224
C 2.5403 2.5999 -0.1943
C 3.5550 1.6930 0.0527
C 3.2978 0.5649 0.8131
C 2.0323 0.3451 1.3429
C 1.0229 1.2554 1.1063
H 0.0388 1.0898 1.5183
H 1.8529 -0.5350 1.9398
O 4.2732 -0.3722 1.0882
P 5.4476 -0.7505 0.0748
S 4.9920 -0.9204 -1.8138
O 6.5639 0.3186 0.4654
C 7.7545 0.4010 -0.3053
H 8.1676 1.3945 -0.1367
H 8.4664 -0.3590 0.0180
H 7.5311 0.2616 -1.3666
O 6.0282 -2.0651 0.7704
C 5.4799 -3.3417 0.4759
H 6.2624 -4.0730 0.6738
H 4.6170 -3.5377 1.1137
H 5.1763 -3.3927 -0.5733
H 4.5445 1.8490 -0.3494
H 2.7277 3.4772 -0.7930
H -2.7630 3.4977 0.8539
H -4.6191 1.9221 0.3583

Calculated values
HOMO: -0.29393 Ha
F_max: 0.020 Eh/bohr
Lowest unoccupied orbital energy: 0.63 eV
SMILES: COP(=S)(OC)Oc1ccc(Sc2ccc(OP(=S)(OC)OC)cc2)cc1
Total energy: -80289.4815 eV
Energy above the lowest of the compared OMol25 structures with the same formula, charge and spin: 0.0 kcal per mole
Multiplicity: 1

Here are the Mulliken charges for atoms 1 to 6, given in e: -0.66 0.22 0.24 0.36 -0.39 0.95



[4]
A 2-piece molecular cluster, C4H8O2 overall. Source: the Open Molecules 2025 dataset; level of theory: ωB97M-V with the def2-TZVPD basis set.

Geometry (Å):
O 2.0433 1.3861 0.3312
C -0.7626 0.6404 -0.6581
C -0.2264 -0.4655 -1.1643
C 0.0007 -1.4552 -0.0477
O -0.1767 -0.6937 1.1412
C -0.9394 0.4668 0.8284
H 1.7142 0.8224 1.0437
H -1.0438 1.5418 -1.1925
H 1.6568 0.9720 -0.4515
H 0.0102 -0.6627 -2.2047
H 1.0055 -1.8925 -0.0304
H -0.7272 -2.2823 -0.0985
H -2.0012 0.3178 1.0849
H -0.5535 1.3045 1.4184

Calculated values
HOMO: -0.35248 Ha
F_max: 0.005 Eh/bohr
Lowest unoccupied orbital energy: 0.92 eV
SMILES: C1=CCOC1.O
Total energy: -8371.5548 eV
Energy above the lowest of the compared OMol25 structures with the same formula, charge and spin: 39.8 kcal per mole
Multiplicity: 1

Here are the Mulliken charges for atoms 1 to 6, given in e: -0.65 -0.32 -0.33 -0.38 -0.39 -0.45



[5]
C47H57NP4STi as an isolated structure. Source: the Open Molecules 2025 dataset; level of theory: ωB97M-V with the def2-TZVPD basis set.

Geometry (Å):
Ti -0.0921 0.8579 0.9927
C -2.5990 -0.1111 5.7165
C -1.4674 0.1350 4.7649
C -1.1114 1.4373 4.3917
C -0.0036 1.6899 3.5980
C 0.5018 3.1001 3.4249
C 0.7895 0.5949 3.1569
C 0.5031 -0.7076 3.6214
C 1.5517 -1.7818 3.6084
C -0.6707 -0.9240 4.3383
H -3.0414 0.8197 6.0662
H -2.2283 -0.6564 6.5860
H -3.3835 -0.7322 5.2777
H -1.6525 2.2720 4.8223
H 1.3560 3.2451 4.0908
H -0.2543 3.8294 3.7067
H 0.8518 3.3079 2.4138
H 1.8134 0.8102 2.8650
H 1.9159 -1.8848 4.6338
H 2.4138 -1.5155 2.9996
H 1.1662 -2.7560 3.3070
H -0.8858 -1.9245 4.6988
C -0.2867 3.8864 -1.3557
P -1.0538 3.0518 0.0759
C -1.5186 4.4860 1.1190
C -2.6961 2.5086 -0.5312
C -3.3825 3.2363 -1.5028
C -4.6121 2.8026 -1.9730
C -5.1704 1.6334 -1.4775
C -4.5195 0.9298 -0.4760
C -3.2831 1.3536 0.0042
P -2.5558 0.6578 1.5382
C -3.1241 -1.0617 1.7570
C -3.6684 1.5427 2.7004
H -0.9569 4.6473 -1.7490
H -0.0495 3.1655 -2.1376
H 0.6302 4.3821 -1.0352
H -2.2290 5.0991 0.5652
H -0.6385 5.0885 1.3462
H -1.9795 4.1644 2.0508
H -2.9684 4.1515 -1.9042
H -5.1367 3.3842 -2.7194
H -6.1263 1.2899 -1.8501
H -4.9971 0.0490 -0.0635
H -4.1834 -1.1604 1.5214
H -2.9840 -1.3090 2.8091
H -2.5436 -1.7633 1.1623
H -4.6548 1.5806 2.2407
H -3.3323 2.5592 2.8947
H -3.7343 1.0008 3.6407
C 2.1251 -6.7407 -0.2900
S 1.7082 -5.0745 0.2811
C 2.5968 -4.0738 -0.9602
C 2.6986 -2.6051 -0.5447
C 1.4729 -2.0087 0.1815
N 0.9253 -0.7283 -0.3485
P 1.6975 0.7917 -0.8605
C 2.9002 0.6499 -2.2223
C 4.2119 0.2028 -2.0524
C 5.0638 0.1563 -3.1411
C 4.6337 0.5818 -4.3935
C 3.3551 1.0940 -4.5494
C 2.4928 1.1397 -3.4660
C 2.7534 1.2612 0.5501
C 2.8064 2.6467 0.7551
C 3.7269 3.1971 1.6343
C 4.5816 2.3664 2.3446
C 4.5117 0.9859 2.1780
C 3.6200 0.4346 1.2745
P -0.7175 -0.5895 -1.0304
C -1.4764 -2.2295 -1.2728
C -2.8727 -2.2511 -1.2479
C -3.5551 -3.3925 -1.6342
C -2.8550 -4.5178 -2.0432
C -1.4676 -4.4942 -2.0793
C -0.7794 -3.3517 -1.7104
C -0.5680 -0.1732 -2.8001
C 0.2027 -0.9361 -3.6769
C 0.1004 -0.7251 -5.0397
C -0.7727 0.2351 -5.5387
C -1.5442 0.9927 -4.6702
C -1.4487 0.7842 -3.3017
H 2.1315 -7.3853 0.5849
H 3.1141 -6.7390 -0.7417
H 1.3846 -7.0988 -1.0006
H 2.1195 -4.1997 -1.9344
H 3.6042 -4.4795 -1.0412
H 2.9250 -2.0154 -1.4308
H 3.5588 -2.5243 0.1222
H 1.7402 -1.8332 1.2193
H 0.6584 -2.7324 0.1988
H 4.5833 -0.0991 -1.0846
H 6.0767 -0.1997 -3.0086
H 5.3096 0.5344 -5.2368
H 3.0298 1.4692 -5.5107
H 1.5064 1.5696 -3.5820
H 2.1598 3.2962 0.1742
H 3.7918 4.2706 1.7550
H 5.3157 2.7917 3.0159
H 5.1702 0.3360 2.7400
H 3.6099 -0.6374 1.1236
H -3.4174 -1.3614 -0.9614
H -4.6370 -3.4046 -1.6201
H -3.3893 -5.4097 -2.3406
H -0.9149 -5.3662 -2.4023
H 0.2962 -3.3377 -1.7825
H 0.8900 -1.6822 -3.2987
H 0.6961 -1.3159 -5.7234
H -0.8547 0.3831 -6.6072
H -2.2309 1.7323 -5.0609
H -2.0730 1.3476 -2.6225

Calculated values
HOMO (alpha / beta): -0.54332 / -0.54332 Ha
F_max: 0.023 Eh/bohr
⟨S²⟩: 0.760
Lowest unoccupied orbital energy (alpha / beta): -8.97 / -8.61 eV
Total charge: +3
Total energy: -122237.8527 eV
Energy above the lowest of the compared OMol25 structures with the same formula, charge and spin: 30.2 kcal per mole
Multiplicity: 2

Here are the Mulliken charges for atoms 1 to 6, given in e: -1.13 -1.86 0.80 -0.51 0.68 -1.09